This record from the OMol25 dataset describes a structure of composition CH3ClF2. The level of theory is ωB97M-V with the def2-TZVPD basis set.

**E_HOMO**: -9.988 eV
**ΔE to the lowest compared entry with this formula, charge and spin**: 1.791 eV
**Orbital gap**: 10.6 eV
**F_max**: 6.08 eV Å⁻¹

```
7
Properties=species:S:1:pos:R:3:forces:R:3
C 0.357 0.421 -0.495 0.720 0.990 -0.154
H -0.480 -1.138 1.576 -0.204 -0.139 -0.053
H 0.885 1.279 -0.906 -0.132 0.036 -0.120
H 1.007 -0.204 0.118 0.078 0.439 -0.425
F -0.662 -1.075 0.668 -0.372 -5.867 1.542
F -0.165 -0.315 -1.509 0.083 0.058 -0.229
Cl -0.942 1.033 0.549 -0.173 4.483 -0.561
```
Forces are in eV/Å.


This record from the OMol25 dataset describes the molecule CH3ClFNO2S2. The level of theory is ωB97M-V with the def2-TZVPD basis set.

**E_HOMO**: -10.320 eV
**SMILES**: NS(=O)(=O)S[C@@H](F)Cl
**ΔE to the lowest compared entry with this formula, charge and spin**: 0.000 eV
**Orbital gap**: 10.4 eV
**F_max**: 7.28 eV Å⁻¹

```
11
Properties=species:S:1:pos:R:3:forces:R:3
N 2.340 0.110 0.046 -6.304 -2.387 2.759
S 0.775 0.540 -0.472 -0.039 -1.530 0.882
O 0.150 1.579 0.302 0.605 -0.176 0.014
O 0.767 0.584 -1.877 0.484 0.669 -1.517
S -0.219 -1.310 0.010 0.160 0.511 0.752
C -1.880 -0.567 0.256 0.441 -0.406 -0.666
F -2.507 -0.698 -0.964 -0.023 0.730 0.515
Cl -2.912 -1.406 1.424 0.484 0.085 0.021
H 3.009 0.607 -0.374 3.340 2.587 -1.538
H 2.173 0.088 1.073 1.449 0.274 -0.870
H -1.697 0.472 0.574 -0.598 -0.357 -0.351
```
Forces are in eV/Å.


This record from the OMol25 dataset describes a cluster of 2 separate species, CH3ClFP in total. The level of theory is ωB97M-V with the def2-TZVPD basis set.

**E_HOMO (spin up / spin down)**: -6.559 / -10.344 eV
**Spin multiplicity**: 3
**⟨S²⟩**: 2.01
**ΔE to the lowest compared entry with this formula, charge and spin**: 0.000 eV
**Orbital gap (spin up / spin down)**: 7.3 / 8.1 eV
**F_max**: 3.96 eV Å⁻¹

```
7
Properties=species:S:1:pos:R:3:forces:R:3
C 0.192 -0.703 0.345 -1.460 -3.627 0.634
F -0.074 -0.999 1.627 -0.157 0.714 1.082
P 1.411 1.427 -0.094 1.258 1.566 -1.438
Cl -0.215 2.588 -0.149 -0.964 0.964 0.590
H 0.618 -1.651 -0.001 0.292 0.675 -1.043
H -0.691 -0.265 -0.113 0.271 0.255 -0.351
H 1.156 1.225 -1.503 0.760 -0.546 0.527
```
Forces are in eV/Å.


This record from the OMol25 dataset describes the molecule CH3ClN2. The level of theory is ωB97M-V with the def2-TZVPD basis set.

**E_HOMO (spin up / spin down)**: -9.612 / -9.748 eV
**ΔE to the lowest compared entry with this formula, charge and spin**: 5.362 eV
**Orbital gap (spin up / spin down)**: 8.8 / 9.0 eV
**F_max**: 3.85 eV Å⁻¹

```
7
Properties=species:S:1:pos:R:3:forces:R:3
C 0.324 0.325 0.215 -0.427 0.490 -1.429
N 0.496 -1.050 -0.040 0.012 -0.847 -0.255
N -0.948 0.450 -0.638 3.684 0.364 -1.068
Cl -2.219 -0.019 0.173 -2.175 -0.605 1.398
H 0.063 0.568 1.210 -0.141 -0.116 1.330
H 1.137 0.992 -0.104 -0.497 0.030 -0.408
H 1.148 -1.266 -0.818 -0.456 0.684 0.433
```
Forces are in eV/Å.


Please write out number 3 again, unchanged.
This record from the OMol25 dataset describes a cluster of 2 separate species, CH3ClFP in total. The level of theory is ωB97M-V with the def2-TZVPD basis set.

**E_HOMO (spin up / spin down)**: -6.559 / -10.344 eV
**Spin multiplicity**: 3
**⟨S²⟩**: 2.01
**ΔE to the lowest compared entry with this formula, charge and spin**: 0.000 eV
**Orbital gap (spin up / spin down)**: 7.3 / 8.1 eV
**F_max**: 3.96 eV Å⁻¹

```
7
Properties=species:S:1:pos:R:3:forces:R:3
C 0.192 -0.703 0.345 -1.460 -3.627 0.634
F -0.074 -0.999 1.627 -0.157 0.714 1.082
P 1.411 1.427 -0.094 1.258 1.566 -1.438
Cl -0.215 2.588 -0.149 -0.964 0.964 0.590
H 0.618 -1.651 -0.001 0.292 0.675 -1.043
H -0.691 -0.265 -0.113 0.271 0.255 -0.351
H 1.156 1.225 -1.503 0.760 -0.546 0.527
```
Forces are in eV/Å.